{
  "formula": "C9H27F6K2N3O24P3S6",
  "method": "ωB97M-V/def2-TZVPD",
  "de_lowest_kcal_mol": 0.00,
  "homo_lumo_gap_ev": 5.98,
  "homo_energy_ev": -6.455,
  "total_charge": -1,
  "spin_multiplicity": 1,
  "molar_mass_g_mol": 1038.82,
  "energy_ev": -205221.6742,
  "e_lumo_ev": -0.47,
  "largest_force_ev_per_a": 7.36,
  "symbols": ["K", "K", "S", "S", "S", "S", "S", "S", "P", "P", "P", "F", "F", "F", "F", "F", "F", "O", "O", "O", "O", "O", "O", "O", "O", "O", "O", "O", "O", "O", "O", "O", "O", "O", "O", "O", "O", "O", "O", "O", "O", "N", "N", "N", "C", "C", "C", "C", "C", "C", "C", "C", "C", "H", "H", "H", "H", "H", "H", "H", "H", "H", "H", "H", "H", "H", "H", "H", "H", "H", "H", "H", "H", "H", "H", "H", "H", "H", "H", "H"],
  "xyz": [[-11.0795, 12.1056, -15.8509], [-16.2768, 12.0804, -14.9179], [-12.4239, 11.2485, -12.9424], [-11.3187, 18.0653, -13.2851], [-17.3736, 9.9621, -10.9342], [-8.9546, 18.6158, -14.0508], [-17.0115, 11.8338, -9.4163], [-13.3883, 13.4448, -12.6009], [-15.3930, 5.7952, -16.7636], [-9.9205, 6.8745, -18.0271], [-16.7813, 18.5411, -10.5897], [-13.3897, 14.8526, -13.3612], [-7.6579, 18.9805, -13.1554], [-10.8559, 10.9799, -12.8911], [-16.7387, 8.5456, -11.3722], [-11.9130, 17.4566, -11.9329], [-16.4768, 11.9172, -7.8973], [-14.6380, 7.1673, -17.0056], [-12.9291, 10.8346, -11.6863], [-9.8557, 5.2943, -18.0367], [-18.7702, 9.6121, -10.8867], [-15.8658, 19.5163, -11.1933], [-9.2182, 19.8282, -14.7590], [-12.1672, 19.1781, -13.5897], [-8.8542, 7.6263, -18.7068], [-17.8152, 17.8649, -11.6036], [-13.0762, 13.8218, -11.2628], [-11.3931, 16.9355, -14.1699], [-14.7516, 13.0317, -12.8638], [-16.0358, 12.6310, -10.0782], [-17.0061, 10.7934, -12.0718], [-8.4875, 17.4422, -14.7292], [-14.5640, 4.7044, -16.2422], [-18.3500, 12.2681, -9.3330], [-16.0082, 5.5019, -18.1874], [-10.0151, 7.1974, -16.4699], [-16.1469, 17.2902, -9.8589], [-12.8533, 10.4365, -14.0667], [-16.6310, 6.2444, -15.8711], [-17.7107, 19.1735, -9.4569], [-11.4080, 7.1324, -18.5695], [-16.6922, 10.2197, -9.5794], [-12.2463, 12.7989, -13.4245], [-9.8942, 18.3698, -12.7042], [-9.2736, 4.6676, -19.2281], [-18.4737, 18.3817, -8.5912], [-16.3425, 6.4937, -19.1613], [-17.4136, 5.3215, -15.1289], [-10.1579, 8.5217, -16.0242], [-15.3415, 16.3724, -10.6039], [-13.9067, 7.7155, -15.9036], [-11.7126, 8.1687, -19.4677], [-18.6408, 18.7912, -12.3658], [-17.3884, 5.5131, -14.0563], [-14.2682, 16.5680, -10.5860], [-12.4655, 7.8867, -20.2022], [-11.9637, 9.1165, -18.9848], [-18.6545, 18.4398, -13.3905], [-18.1890, 19.7788, -12.2702], [-11.1211, 8.7571, -15.5723], [-8.5632, 3.9642, -18.7988], [-10.8543, 8.4241, -20.1050], [-15.5012, 15.3537, -10.2595], [-17.1193, 4.2846, -15.2822], [-15.5386, 16.3974, -11.6795], [-16.8571, 7.3257, -18.6828], [-10.0986, 4.1567, -19.7113], [-14.4945, 8.5474, -15.5150], [-18.0785, 18.1018, -7.6091], [-19.6219, 18.8105, -11.8946], [-18.7289, 17.4287, -9.0685], [-9.8288, 9.2300, -16.7953], [-19.4299, 18.8362, -8.3121], [-15.4269, 6.8656, -19.6197], [-16.9554, 5.9969, -19.9049], [-9.4173, 8.7202, -15.2430], [-8.7169, 5.3869, -19.8218], [-12.9600, 8.0935, -16.2873], [-13.6434, 7.0730, -15.0642], [-18.4584, 5.4478, -15.4134]]
}

---

{
  "formula": "C9H28AgFO9",
  "method": "ωB97M-V/def2-TZVPD",
  "de_lowest_kcal_mol": 171.31,
  "homo_lumo_gap_ev": 3.79,
  "homo_energy_ev": -7.785,
  "total_charge": 0,
  "spin_multiplicity": 1,
  "molar_mass_g_mol": 407.18,
  "energy_ev": -34921.7998,
  "e_lumo_ev": -3.99,
  "largest_force_ev_per_a": 3.50,
  "symbols": ["Ag", "F", "O", "O", "O", "O", "O", "O", "O", "O", "O", "C", "C", "C", "C", "C", "C", "C", "C", "C", "H", "H", "H", "H", "H", "H", "H", "H", "H", "H", "H", "H", "H", "H", "H", "H", "H", "H", "H", "H", "H", "H", "H", "H", "H", "H", "H", "H"],
  "xyz": [[0.1261, -1.1148, -21.4463], [2.0776, 1.9506, -19.0476], [10.0634, -0.8715, -18.1437], [7.1450, -0.9149, -17.9010], [5.3565, 5.6453, -18.4654], [0.6712, -5.0506, -18.6012], [1.7070, -6.8508, -16.3306], [-0.9094, 3.0451, -15.5575], [-1.3769, 2.3912, -24.5476], [1.3415, 1.4816, -14.2624], [4.7098, 5.3840, -21.2754], [4.9183, 6.5721, -20.6194], [-0.9507, 2.3613, -14.3440], [9.3375, -1.3316, -17.0000], [-1.0955, 3.7630, -24.2846], [0.4357, 2.3054, -13.6457], [1.6860, -5.3851, -16.2968], [5.9126, 6.3494, -19.5056], [7.9908, -0.6205, -16.7973], [1.7744, -4.8141, -17.7579], [0.7273, 3.3202, -13.3750], [1.8507, -3.7268, -17.7678], [4.2580, 4.8198, -20.6437], [1.0688, -7.2672, -16.9145], [7.5506, -1.1014, -15.9239], [0.5951, -6.0055, -18.5381], [8.0189, 0.4584, -16.6449], [-0.5314, 3.9546, -23.3718], [2.5809, -5.3003, -18.3067], [5.3250, 7.2786, -21.3430], [-1.3900, 1.4031, -14.6212], [3.9575, 6.9607, -20.2819], [-1.9866, 4.3835, -24.1905], [-1.6400, 2.8050, -13.6256], [6.7182, 5.7335, -19.9055], [9.9878, -1.2733, -16.1272], [2.5429, -5.0184, -15.7316], [6.3267, -0.4129, -17.9041], [-0.5810, 4.2343, -25.1220], [10.4501, -0.0429, -17.8514], [9.2212, -2.4084, -17.1233], [4.8135, 4.9530, -18.8495], [6.4894, 7.2325, -19.2308], [0.7221, -5.0571, -15.9077], [-2.2297, 2.4230, -24.9871], [-0.1348, 2.6834, -15.9944], [0.2441, 1.7396, -12.7340], [1.2212, 1.7097, -15.1871]]
}

---

{
  "formula": "C9H28AuN6O11P3",
  "method": "ωB97M-V/def2-TZVPD",
  "de_lowest_kcal_mol": 3.25,
  "homo_lumo_gap_ev": 7.00,
  "homo_energy_ev": -15.972,
  "total_charge": 2,
  "spin_multiplicity": 1,
  "molar_mass_g_mol": 686.24,
  "energy_ev": -72797.1633,
  "e_lumo_ev": -8.97,
  "largest_force_ev_per_a": 2.86,
  "symbols": ["Au", "P", "P", "P", "O", "O", "O", "O", "O", "O", "O", "O", "O", "O", "O", "N", "N", "N", "N", "N", "N", "C", "C", "C", "C", "C", "C", "C", "C", "C", "H", "H", "H", "H", "H", "H", "H", "H", "H", "H", "H", "H", "H", "H", "H", "H", "H", "H", "H", "H", "H", "H", "H", "H", "H", "H", "H", "H"],
  "xyz": [[-0.3616, 0.3286, 0.0965], [1.8753, 1.5067, -1.8217], [2.3588, -1.2780, -0.8083], [-1.2664, 2.4486, 0.9056], [1.1905, 1.7541, -0.4799], [3.0374, -2.3488, -1.5662], [2.6941, -1.3054, 0.7633], [-1.7567, 2.0424, 2.3499], [-2.7433, 0.4770, -0.8644], [2.7933, 2.7923, -2.1012], [0.8649, -1.1613, -0.9129], [-4.2114, -0.8896, -0.0960], [-2.5588, 2.9714, 0.1884], [1.1211, 1.0802, -3.0050], [-0.4006, 3.7844, 0.9718], [-0.0035, -1.4161, 2.0850], [-3.2607, -2.7958, 1.4683], [-2.1135, -0.9407, 0.5961], [3.7108, -0.1722, -2.8186], [-3.0950, -0.4525, -0.1623], [-1.1192, -2.2495, 2.1473], [0.9581, 4.0525, 1.3162], [4.2977, 0.7944, -0.5951], [-2.8037, 4.1155, 3.1457], [-2.1996, -2.0116, 1.3947], [-4.0942, 3.5606, -1.5768], [-2.8985, 2.6158, 3.0399], [-2.6413, 3.4220, -1.1779], [3.2187, 0.2689, -1.4957], [1.2361, 5.5102, 1.0023], [2.9735, 0.0410, -3.5154], [-2.8103, 4.5556, 2.1485], [1.1327, 3.8238, 2.3728], [2.2906, 5.7240, 1.1578], [-4.6149, 2.6116, -1.4605], [-2.8667, 2.1438, 4.0258], [-4.5990, 4.3169, -0.9755], [3.8703, 0.9623, 0.3928], [-3.8080, 2.3108, 2.5176], [4.6793, 1.7537, -0.9517], [4.5989, 0.2441, -3.1161], [-1.8864, 4.4037, 3.6526], [-2.1164, 4.3784, -1.2605], [-4.1439, 3.8629, -2.6203], [0.9705, 5.7403, -0.0270], [1.6064, 3.4049, 0.7104], [-2.1431, 2.6867, -1.8194], [2.4733, 3.3370, -2.8245], [-3.3121, -3.5890, 2.0873], [0.7922, -1.8708, 1.6413], [0.6490, 6.1531, 1.6538], [-3.6550, 4.5020, 3.7016], [3.7773, -1.2260, -2.7304], [0.2551, -1.0754, 3.0068], [5.1249, 0.0884, -0.5099], [-1.0833, -3.1044, 2.6994], [3.5237, -1.7566, 0.9399], [-4.0779, -2.5728, 0.9046]]
}